# 1
Formula: C31H26N4OPRhS
Source: the Open Molecules 2025 dataset
Level of theory: wB97M-V/def2-TZVPD

The total charge is +2. Its spin multiplicity is 1. The LUMO energy (spin up / spin down) is -7.976 / -8.079 eV. The HOMO-LUMO gap (spin up / spin down) comes out at 6.1 / 6.0 eV. The highest occupied orbital energy (spin up / spin down) comes out at -14.09 / -14.09 eV. The value obtained for the relative energy (zero: lowest compared OMol25 entry of this formula, charge and spin) is 8.24 kcal/mol.

Each line ends with the Löwdin charge.
Element x y z (Å)
Rh1 -1.213864 0.753437 -1.390793  0.8893
N1 -5.189896 1.908868 -0.575550  0.1311
C1 -4.033450 1.311020 -0.850892  -0.7469
S1 -2.781096 2.292099 -1.649273  0.7276
N2 -3.867958 0.053734 -0.553459  0.0433
N3 -2.660813 -0.444227 -0.921317  -0.1164
C2 -2.398864 -1.732344 -0.878252  -0.0933
C3 -3.312790 -2.692511 -0.258968  -0.1665
C4 -3.642359 -3.922897 -0.840006  -0.0304
C5 -4.492732 -4.801105 -0.194237  -0.0456
C6 -5.005825 -4.485334 1.056023  -0.0355
C7 -4.664439 -3.281785 1.658968  -0.0446
C8 -3.843498 -2.385238 1.004164  -0.0236
C9 -1.068720 -2.094895 -1.450247  -0.1638
C10 -0.640774 -3.375944 -1.741733  0.0373
C11 0.645336 -3.578351 -2.233974  0.0032
C12 1.486153 -2.501954 -2.424689  -0.0003
C13 0.994548 -1.237327 -2.141207  -0.0871
N4 -0.235212 -1.048780 -1.679383  -0.0291
H1 -5.354619 2.866377 -0.833225  0.1094
H2 -5.949334 1.373729 -0.184688  0.1306
H3 -3.300987 -4.195213 -1.827518  0.1142
H4 -4.759779 -5.732348 -0.674101  0.1198
H5 -5.671232 -5.174371 1.558333  0.1209
H6 -5.042091 -3.038152 2.642403  0.1184
H7 -3.573880 -1.463819 1.496582  0.1135
H8 -1.280880 -4.230521 -1.611612  0.1109
H9 0.975242 -4.583371 -2.459890  0.1323
H10 2.498526 -2.622724 -2.781564  0.1295
H11 1.594634 -0.349034 -2.293134  0.1186
O1 -0.332595 1.216056 0.354222  -0.4229
P1 1.174342 1.463143 0.545367  0.8694
C14 2.011884 -0.109286 0.765001  -0.3094
C15 1.248424 -1.213616 1.141107  -0.0876
C16 1.862196 -2.438141 1.352584  -0.0564
C17 3.236434 -2.561518 1.192558  -0.0451
C18 4.001838 -1.459831 0.829447  -0.0461
C19 3.393446 -0.231813 0.621203  -0.0640
C20 1.796451 2.318919 -0.915557  -0.2739
C21 1.073479 2.397632 -2.103302  -0.1117
C22 1.571705 3.055400 -3.215365  -0.0421
C23 2.818578 3.661956 -3.142875  -0.0314
C24 3.546423 3.614335 -1.962760  -0.0312
C25 3.035868 2.956259 -0.854565  -0.0627
C26 1.483680 2.507772 1.942578  -0.2894
C27 2.149028 2.028097 3.070256  -0.0519
C28 2.343649 2.870868 4.153735  -0.0453
C29 1.866962 4.173358 4.113471  -0.0357
C30 1.193942 4.648720 2.992349  -0.0461
C31 1.000755 3.819470 1.903812  -0.0621
H12 0.181049 -1.105150 1.289853  0.1070
H13 1.271604 -3.292284 1.657465  0.1171
H14 3.716886 -3.515139 1.367138  0.1191
H15 5.073243 -1.555816 0.717289  0.1193
H16 3.998283 0.620861 0.338090  0.1077
H17 0.060081 1.983609 -2.258548  0.0304
H18 0.987156 3.109040 -4.123646  0.1238
H19 3.212028 4.186364 -4.002917  0.1244
H20 4.508736 4.103579 -1.899375  0.1241
H21 3.595742 2.959684 0.073121  0.1182
H22 2.514048 1.009862 3.104885  0.1102
H23 2.864597 2.509174 5.029420  0.1190
H24 2.020110 4.826913 4.961833  0.1210
H25 0.826058 5.665211 2.969980  0.1187
H26 0.484542 4.189290 1.025383  0.1189

Force components x, y, z for each atom (eV/Å):
Rh 0.447 0.430 -0.386
N -0.024 0.011 -0.048
C 0.058 -0.025 -0.123
S -0.271 -0.052 0.129
N -0.016 -0.099 0.281
N 0.080 -0.150 0.146
C 0.123 0.367 -0.226
C -0.224 -0.249 0.123
C -0.067 0.096 -0.167
C -0.044 -0.008 0.074
C 0.020 0.012 -0.015
C -0.020 -0.042 -0.012
C 0.227 -0.039 -0.039
C 0.188 0.061 0.178
C 0.010 -0.142 0.044
C -0.005 -0.001 -0.007
C -0.031 0.025 0.034
C 0.011 -0.020 -0.130
N -0.115 0.066 0.290
H 0.015 0.008 0.029
H 0.003 -0.015 -0.010
H 0.045 0.122 -0.104
H -0.007 -0.002 0.003
H 0.016 -0.008 0.007
H -0.015 0.001 -0.005
H -0.021 0.118 -0.041
H -0.087 0.015 0.192
H 0.007 0.003 0.000
H -0.008 0.011 -0.029
H 0.020 -0.009 0.029
O -0.660 -0.430 -0.227
P 0.584 -0.032 -0.114
C -0.014 0.125 -0.007
C -0.025 0.031 0.102
C 0.006 -0.016 0.000
C 0.001 0.017 0.001
C -0.009 -0.002 0.005
C 0.004 -0.016 -0.129
C -0.078 -0.019 0.080
C 0.090 -0.100 0.010
C -0.041 -0.007 -0.022
C 0.011 -0.005 0.031
C 0.003 0.012 -0.018
C 0.017 -0.013 0.015
C -0.189 -0.109 0.001
C -0.009 0.000 0.012
C 0.003 0.009 0.007
C 0.005 -0.015 0.000
C -0.002 -0.005 -0.022
C 0.033 0.056 0.000
H -0.014 -0.009 -0.016
H 0.003 0.003 0.002
H -0.003 -0.003 -0.008
H 0.001 0.001 0.003
H 0.001 -0.009 0.002
H -0.029 0.045 0.073
H 0.003 0.002 -0.001
H -0.002 -0.005 -0.006
H -0.002 0.003 0.002
H 0.000 0.002 -0.001
H -0.004 -0.001 -0.004
H 0.001 0.004 0.001
H 0.002 -0.002 0.002
H -0.001 0.000 0.003
H -0.006 0.000 0.005

***

# 2
Formula: C31H27BrCdI2NO7PS2
Source: the Open Molecules 2025 dataset
Level of theory: wB97M-V/def2-TZVPD

The total charge is 0. Its spin multiplicity is 1. The LUMO energy is 0.087 eV. The HOMO-LUMO gap comes out at 9.2 eV. The highest occupied orbital energy comes out at -9.15 eV. The value obtained for the relative energy (zero: lowest compared OMol25 entry of this formula, charge and spin) is 0.00 kcal/mol.

Each line ends with the Löwdin charge.
Element x y z (Å)
Cd1 -0.103925 1.132614 0.229396  1.3626
C1 3.134892 5.649681 1.237229  -0.0327
C2 2.268802 4.597821 1.865638  -0.2294
C3 1.834952 4.682032 3.185880  -0.0035
C4 0.996696 3.716762 3.714249  -0.0856
C5 0.617062 2.679222 2.881963  -0.7369
Br1 -0.600465 1.362648 3.488448  0.7994
N1 1.036033 2.561642 1.632652  -0.0510
C6 1.837325 3.506277 1.132785  -0.0986
H1 2.566707 6.566626 1.073901  0.0931
H2 3.512603 5.314387 0.272610  0.0561
H3 3.984379 5.890616 1.877085  0.0844
H4 2.141965 5.517298 3.804248  0.1250
H5 0.632558 3.771517 4.728702  0.1052
H6 2.119261 3.388553 0.093565  0.0530
I1 2.724665 0.684600 -1.530036  0.8466
C7 2.245670 2.012855 -3.113074  -1.1520
I2 3.163532 3.913591 -2.966130  0.7331
H7 1.174532 2.160749 -3.062639  -0.0634
H8 2.576505 1.553390 -4.034813  -0.0414
O1 -1.507621 3.490609 0.445618  -0.3574
S1 -1.211914 3.665768 -0.967875  0.4528
O2 -0.958858 5.011498 -1.403371  -0.3086
O3 -0.113219 2.727965 -1.359971  -0.5020
C8 -2.645642 3.104133 -1.905402  -0.2087
C9 -3.253164 4.100034 -2.658499  -0.0571
C10 -4.371757 3.839748 -3.436100  -0.0665
C11 -4.899492 2.565575 -3.469379  -0.0675
C12 -4.306536 1.559532 -2.721168  -0.0587
C13 -3.185933 1.806299 -1.938214  -0.2146
S2 -2.574649 0.358947 -1.067746  0.4632
O4 -3.564700 -0.666898 -1.246782  -0.2971
O5 -2.368483 0.772363 0.340881  -0.4296
O6 -1.254075 0.044930 -1.643906  -0.4129
H9 -2.824285 5.090645 -2.626079  0.1061
H10 -4.821915 4.638849 -4.010515  0.1067
H11 -5.771008 2.344507 -4.071621  0.1063
H12 -4.711229 0.558379 -2.726986  0.1051
O7 0.711145 -0.778647 1.013924  -0.4920
P1 0.538361 -2.247579 0.702696  0.8024
C14 1.355635 -3.191138 1.999541  -0.2794
C15 2.089577 -2.512019 2.965370  -0.0636
C16 2.724924 -3.222267 3.975632  -0.0719
C17 2.627066 -4.604178 4.018166  -0.0778
C18 1.889573 -5.284587 3.055492  -0.0731
C19 1.252339 -4.580204 2.048543  -0.0719
C20 -1.174691 -2.766299 0.682875  -0.2769
C21 -1.619801 -3.841579 -0.083763  -0.0791
C22 -2.946137 -4.234337 -0.013435  -0.0664
C23 -3.827326 -3.555498 0.816904  -0.0657
C24 -3.386528 -2.486125 1.580818  -0.0617
C25 -2.060786 -2.092215 1.518877  -0.0815
C26 1.289765 -2.726061 -0.855440  -0.3084
C27 2.587045 -3.233582 -0.885018  -0.0841
C28 3.207222 -3.478977 -2.101513  -0.0808
C29 2.533076 -3.219356 -3.285451  -0.0780
C30 1.240923 -2.710625 -3.258886  -0.0696
C31 0.616099 -2.458795 -2.048640  -0.1046
H13 2.148852 -1.432004 2.921217  0.1021
H14 3.293736 -2.694077 4.729565  0.1056
H15 3.121902 -5.156937 4.806240  0.1047
H16 1.809622 -6.362862 3.095909  0.1058
H17 0.668613 -5.109331 1.304243  0.1100
H18 -0.938857 -4.359549 -0.748040  0.1061
H19 -3.296054 -5.059447 -0.619603  0.1060
H20 -4.867263 -3.852479 0.854540  0.1079
H21 -4.078776 -1.938702 2.205969  0.1147
H22 -1.719261 -1.239306 2.090613  0.0749
H23 3.114568 -3.438525 0.038670  0.1082
H24 4.215243 -3.871753 -2.123163  0.1060
H25 3.017954 -3.412641 -4.233907  0.1062
H26 0.718899 -2.499325 -4.182969  0.1115
H27 -0.375945 -2.024754 -2.030533  0.0908

Force components x, y, z for each atom (eV/Å):
Cd -0.054 -0.101 -0.036
C 0.023 -0.002 0.015
C -0.013 0.012 0.033
C -0.003 -0.010 -0.022
C 0.014 -0.008 -0.053
C 0.008 -0.026 -0.067
Br 0.087 0.088 0.030
N -0.100 -0.043 0.175
C 0.014 0.029 0.008
H -0.010 -0.005 -0.001
H -0.003 0.003 -0.004
H 0.001 0.005 -0.004
H 0.009 0.002 -0.008
H -0.013 -0.013 -0.001
H 0.001 -0.010 -0.013
I 0.004 -0.015 0.022
C 0.009 0.002 -0.008
I -0.006 0.011 0.019
H -0.010 0.014 -0.015
H -0.021 -0.011 0.000
O -0.006 0.034 -0.124
S -0.012 -0.100 0.143
O 0.061 0.039 -0.022
O -0.022 0.050 -0.021
C -0.006 0.032 -0.014
C 0.031 0.011 0.015
C -0.004 0.035 -0.006
C -0.014 -0.025 -0.013
C 0.017 -0.006 0.019
C -0.065 0.000 -0.027
S -0.051 0.038 0.174
O 0.011 -0.031 0.010
O 0.027 -0.050 -0.134
O 0.131 -0.002 -0.042
H -0.006 0.003 -0.003
H 0.002 0.001 -0.001
H -0.002 -0.006 0.007
H -0.005 0.001 -0.005
O -0.044 0.031 -0.018
P -0.008 0.008 0.039
C 0.028 -0.013 -0.010
C -0.005 0.004 -0.006
C 0.001 0.008 -0.004
C -0.008 -0.013 -0.002
C 0.012 0.004 0.008
C 0.002 0.013 0.017
C 0.021 0.016 -0.018
C 0.002 -0.009 -0.015
C -0.008 0.010 0.006
C 0.006 -0.004 -0.006
C 0.003 0.015 0.006
C -0.004 0.004 -0.001
C -0.024 -0.006 -0.012
C 0.026 -0.017 -0.026
C 0.004 0.002 0.030
C -0.016 0.002 -0.017
C 0.008 -0.005 -0.010
C 0.009 0.002 0.011
H 0.003 -0.002 0.000
H 0.001 -0.001 0.000
H 0.000 0.001 0.001
H -0.004 -0.001 -0.005
H -0.001 -0.003 -0.003
H -0.001 0.001 0.003
H 0.000 0.000 0.000
H -0.001 0.003 0.001
H -0.005 -0.004 -0.002
H -0.004 0.000 0.003
H -0.010 0.004 0.002
H -0.001 -0.001 0.000
H -0.002 0.003 -0.001
H 0.002 -0.001 -0.001
H -0.004 0.002 0.001

***

Q: total charge of number 1 (C31H26N4OPRhS)?
A: +2